# 1
This record from OMol25 describes a single C6H8 molecule in a non-equilibrium geometry. The level of theory is the ωB97M-V functional and the def2-TZVPD basis.

Geometry as XYZ:
```
14
C6H8 | OMol25 | the ωB97M-V functional and the def2-TZVPD basis
C 0.61004 -0.91486 -1.63578
C -0.22858 -0.63624 -0.53784
C 0.61994 -0.47739 0.97700
C -0.12811 0.59045 1.60684
C -0.65445 1.42663 0.63502
C -0.72140 0.76945 -0.58910
H 1.42315 -0.23637 -1.87907
H 0.47508 -1.77940 -2.27926
H -1.03381 -1.36780 -0.38524
H 1.58377 -0.14828 0.59357
H 0.73090 -1.41618 1.52589
H -0.41992 0.61266 2.65264
H -1.12183 2.39064 0.81483
H -1.13478 1.18669 -1.49948
```

Properties
ΔE to the lowest compared entry with this formula, charge and spin   293.2 kJ/mol
E   -233.27532 a.u.
Molecular weight   80.1 g mol⁻¹
Multiplicity   1
E_LUMO (spin up / spin down)   0.0087 / 0.0110 hartree

=====

# 2
This record from OMol25 describes 6 unconnected molecules or ions with the total composition C20H42NO16S2 in a non-equilibrium geometry. The level of theory is the ωB97M-V functional and the def2-TZVPD basis.

Geometry as XYZ:
```
81
C20H42NO16S2 | OMol25 | the ωB97M-V functional and the def2-TZVPD basis
C -0.19694 2.77156 0.39717
N 0.73806 1.84956 -0.26583
C 0.20306 1.53856 -1.77683
C 2.11506 2.33656 -0.36583
C 0.82606 0.40856 0.40617
C 0.84706 0.57056 2.06117
O 0.60806 -0.80144 2.61017
H 0.02406 3.03356 1.30317
H -1.27794 2.35656 0.40317
H -0.27694 3.77556 -0.25283
H 0.92506 0.93856 -2.19283
H -0.00894 2.42256 -2.40283
H -0.56494 0.93156 -1.67183
H 2.56106 2.24656 0.63317
H 2.21406 3.43356 -0.58583
H 2.81006 1.91156 -1.32783
H 1.72506 0.09256 0.02517
H 0.02606 -0.28344 0.29017
H 0.41106 1.23156 2.58617
H 1.91806 0.80356 2.61617
H -0.09794 -1.22744 2.19217
O 0.74406 1.55956 -5.40883
S -0.52094 2.12456 -5.91583
O -0.90894 1.87156 -7.31083
O -1.76794 1.61356 -5.00883
C -2.53794 0.50356 -5.20383
C -3.43994 0.05656 -4.11883
C -0.41194 3.81556 -5.54583
H -1.74494 -0.29344 -5.53583
H -2.91594 0.35556 -6.24883
H -2.88994 0.08656 -3.18483
H -3.71394 -1.11244 -4.23283
H -4.32294 0.69556 -3.85983
H -0.36894 4.10656 -4.50483
H -1.06694 4.31056 -5.99783
H 0.60606 4.05756 -5.99383
O -2.14394 -5.44744 4.27317
S -1.28294 -4.40344 4.73317
O -1.24894 -3.18944 3.99617
O -2.00794 -4.08744 6.23317
C -3.30294 -3.57844 6.12117
C -3.73294 -3.36744 7.68617
C 0.37106 -4.98844 4.94017
H -3.99294 -4.09044 5.68817
H -3.44894 -2.66844 5.52917
H -4.59594 -3.04944 7.86017
H -2.88494 -2.82944 8.12017
H -3.71294 -4.39644 8.29517
H 0.91206 -5.01644 4.00117
H 0.27706 -5.95644 5.39617
H 0.90506 -4.30444 5.47017
C 7.04806 1.94656 2.59617
C 5.69706 2.71156 2.94117
O 5.07106 2.73856 1.76417
C 5.63606 1.99556 0.86617
O 5.03506 1.59456 -0.20383
O 6.81306 1.56656 1.24817
H 7.47906 1.11956 3.16617
H 7.90006 2.55756 2.55917
H 5.96006 3.56456 3.38617
H 5.15306 2.19556 3.56217
C -4.28694 0.43056 2.16417
C -3.94994 1.50456 1.16017
O -3.73994 0.73856 0.01117
C -3.95294 -0.51644 0.23317
O -3.93694 -1.29544 -0.68883
O -4.14394 -0.81244 1.56217
H -5.12394 0.39556 2.68817
H -3.50994 0.43656 3.02117
H -3.20794 2.10856 1.46017
H -4.73294 2.12056 1.11617
C 1.85406 -2.74744 -5.65283
C 2.07806 -1.27344 -5.52183
O 2.03806 -0.88444 -4.19583
C 1.55106 -1.89344 -3.51183
O 1.23006 -1.75044 -2.37383
O 1.43406 -3.04844 -4.28783
H 2.70706 -3.35544 -6.06983
H 0.91906 -2.93944 -6.20283
H 1.50806 -0.78644 -6.08183
H 3.09606 -1.14044 -5.66883
```

Properties
ΔE to the lowest compared entry with this formula, charge and spin   253.8 kJ/mol
E   -2841.56892 a.u.
Molecular weight   616.7 g mol⁻¹
Multiplicity   1
Total charge   +1
E_LUMO   -0.0827 hartree

=====

# 3
This record from OMol25 describes a single C4H6N2O molecule in a non-equilibrium geometry. The level of theory is the ωB97M-V functional and the def2-TZVPD basis.

Geometry as XYZ:
```
13
C4H6N2O | OMol25 | the ωB97M-V functional and the def2-TZVPD basis
H 2.84044 -0.55420 0.70200
N 1.89889 -0.21989 0.51737
C 1.10628 -0.58444 1.43283
O -0.19813 -0.25798 1.44937
C -0.64045 0.58093 0.38425
C -0.89859 -0.25446 -0.87585
C -1.02791 0.59527 -2.06114
N -1.10834 1.28006 -2.98954
H 1.33955 -1.19230 2.31089
H 0.11064 1.34894 0.18477
H -1.56162 1.04489 0.74199
H -0.05461 -0.93129 -1.03498
H -1.80616 -0.85552 -0.76197
```

Properties
ΔE to the lowest compared entry with this formula, charge and spin   126.5 kJ/mol
SMILES string   [H]/N=C/OCCC#N
E   -340.74675 a.u.
Molecular weight   98.1 g mol⁻¹
Multiplicity   1
E_LUMO   0.0265 hartree

=====

# 4
This record from OMol25 describes a molecular structure, C28H31BCrF7N5O4S2Sb. The level of theory is the ωB97M-V functional and the def2-TZVPD basis.

Geometry as XYZ:
```
80
C28H31BCrF7N5O4S2Sb | OMol25 | the ωB97M-V functional and the def2-TZVPD basis
Cr 1.29003 1.12115 0.26548
N 2.53601 -0.86510 -0.73487
C 3.78396 -0.73644 0.04342
C 3.44784 -0.52043 1.52131
O 4.02506 -1.18510 2.39147
N 2.49168 0.39910 1.69145
C 1.91405 0.55065 3.01837
C 0.38593 0.62139 2.89236
O -0.31466 0.70491 3.89303
O -0.05587 0.59587 1.66653
H 2.05852 -1.72991 -0.49897
H 2.72665 -0.88284 -1.72926
H 4.30713 0.14786 -0.32450
H 4.44549 -1.59825 -0.03917
H 2.24872 1.47412 3.50162
H 2.18910 -0.27361 3.67451
C 3.02958 1.85347 -3.80330
S 2.38541 2.76680 -2.40627
C 3.56764 4.11678 -2.46532
O 2.81762 1.95491 -1.20117
H 2.96535 2.47227 -4.69917
H 2.39093 0.97809 -3.91965
H 4.05794 1.56652 -3.58127
H 3.41628 4.67072 -3.39380
H 4.57819 3.71015 -2.40022
H 3.35706 4.75802 -1.60942
F -0.09729 1.81351 -1.24349
B -0.71994 1.99862 -2.56996
F -0.76021 3.35900 -2.83838
F -1.98677 1.42231 -2.56069
F 0.12024 1.32743 -3.49739
F -6.59695 -3.71132 -3.28032
C -5.58885 -3.11772 -2.59568
C -4.72793 -3.91046 -1.86281
C -3.68579 -3.29625 -1.17912
C -3.50621 -1.91259 -1.21803
C -4.40754 -1.15224 -1.96292
C -5.45587 -1.74924 -2.66077
Sb -1.85317 -0.88606 -0.21915
C -0.48712 -2.22100 -1.28109
C -0.14108 -1.86336 -2.58641
C 0.64001 -2.69469 -3.38147
C 1.08668 -3.88461 -2.84712
F 1.86114 -4.69453 -3.60956
C 0.77242 -4.27828 -1.56434
C -0.02448 -3.43961 -0.78706
C -1.97994 -2.13189 1.54380
C -0.84426 -2.41505 2.30461
C -0.92671 -3.13263 3.49073
C -2.16843 -3.55435 3.91467
F -2.26247 -4.25660 5.06983
C -3.31966 -3.28704 3.20785
C -3.21531 -2.56642 2.02173
H -4.87270 -4.98403 -1.83350
H -3.00196 -3.91337 -0.60481
H -4.28404 -0.07504 -2.01690
H -6.15507 -1.16567 -3.24743
H -0.48068 -0.91823 -2.99846
H 0.89310 -2.43085 -4.40140
H 1.13677 -5.22813 -1.19079
H -0.27550 -3.75296 0.21843
H 0.12748 -2.05554 1.98321
H -0.04749 -3.34826 4.08402
H -4.27489 -3.63510 3.58160
H -4.11771 -2.34669 1.46170
C -2.16497 4.73299 2.84577
C -0.92284 4.16516 3.53195
C 0.23722 4.05949 2.59394
N 0.17184 3.61865 1.39610
N 1.39965 3.48105 0.77387
C 2.37951 3.87643 1.52408
N 3.68728 3.79480 1.10725
S 1.88538 4.43042 3.08461
H -2.99314 4.77425 3.55448
H -2.45311 4.09956 2.00874
H -1.97923 5.74037 2.46805
H -1.12924 3.15543 3.89777
H -0.64109 4.77175 4.39377
H 3.76259 3.09500 0.37074
H 4.34269 3.62250 1.85257
```

Properties
ΔE to the lowest compared entry with this formula, charge and spin   36.4 kJ/mol
E   -4465.72692 a.u.
Molecular weight   883.3 g mol⁻¹
Multiplicity   5
Total charge   -1
E_LUMO (spin up / spin down)   0.0706 / 0.0706 hartree

=====

Question: Which value of multiplicity does entry 4 give?
Answer: 5

=====

Question: Which formula does entry 1 have?
Answer: C6H8

=====

Question: Which value of E does entry 4 give?
Answer: -4465.72692 a.u.

=====

Question: Among the records above, which one has the highest ΔE to the lowest compared entry with this formula, charge and spin?
Answer: C6H8